[1]
DFT (ωB97M-V/def2-TZVPD) results for a 2-piece molecular cluster, C4H5NO overall.

Structure (XYZ):
```
11
C4H5NO ωB97M-V/def2-TZVPD
C 0.651 -1.301 -0.975
C 0.061 -0.335 1.774
O -0.197 -0.153 2.867
C -0.802 1.763 0.139
C -0.402 0.867 -0.746
N 0.021 -0.031 -1.466
H 0.502 -1.759 0.040
H 1.747 -1.195 -1.050
H 0.291 -2.040 -1.686
H -0.106 2.501 0.529
H -1.811 1.743 0.539
```

Calculated values
ΔE to the lowest compared entry with this formula, charge and spin	239.9	kJ/mol
total charge	0
orbital gap	9.721	eV

***

[2]
DFT (ωB97M-V/def2-TZVPD) results for one molecule with the formula C4H5NO.

Structure (XYZ):
```
11
C4H5NO ωB97M-V/def2-TZVPD
C -0.825 -1.582 0.371
O 0.375 -1.294 -0.341
C 0.727 -0.023 -0.546
C 0.375 1.053 0.177
C 0.686 2.363 -0.289
N 0.879 3.437 -0.681
H -1.238 -0.708 0.873
H -1.555 -1.948 -0.354
H -0.606 -2.356 1.105
H 1.382 0.069 -1.408
H -0.200 0.988 1.092
```

Calculated values
ΔE to the lowest compared entry with this formula, charge and spin	140.8	kJ/mol
total charge	0
orbital gap	10.161	eV

***

[3]
DFT (ωB97M-V/def2-TZVPD) results for one molecule with the formula C4H5NO.

Structure (XYZ):
```
11
C4H5NO ωB97M-V/def2-TZVPD
N 2.441 -0.674 -0.955
C 1.471 -0.670 -0.321
C 0.279 -0.160 0.335
O 0.533 0.507 1.529
C -0.585 0.486 -0.721
C -1.171 -0.528 0.216
H 1.323 1.051 1.420
H -0.657 1.563 -0.668
H -0.394 0.090 -1.714
H -1.747 -0.189 1.078
H -1.493 -1.476 -0.199
```

Calculated values
ΔE to the lowest compared entry with this formula, charge and spin	180.1	kJ/mol
total charge	0
orbital gap	10.982	eV

***

[4]
DFT (ωB97M-V/def2-TZVPD) results for one molecule with the formula C4H5NO.

Structure (XYZ):
```
11
C4H5NO ωB97M-V/def2-TZVPD
C 1.836 0.055 0.217
C 0.347 0.069 0.197
N -0.450 1.069 0.383
C -1.696 0.591 0.007
C -1.582 -0.698 -0.373
O -0.272 -1.053 -0.246
H 2.262 -0.090 1.213
H 2.188 1.012 -0.173
H 2.182 -0.746 -0.437
H -2.563 1.235 -0.020
H -2.253 -1.444 -0.768
```

Calculated values
ΔE to the lowest compared entry with this formula, charge and spin	29.2	kJ/mol
total charge	0
orbital gap	10.233	eV

***

[5]
DFT (ωB97M-V/def2-TZVPD) results for C4H5NO as an isolated structure.

Structure (XYZ):
```
11
C4H5NO ωB97M-V/def2-TZVPD
C -1.776 -0.028 0.137
C -0.304 -0.281 0.075
N 0.230 -1.488 0.298
O 1.471 -1.633 0.292
C 1.988 0.412 -0.243
C 0.727 0.675 -0.120
H -2.295 -0.956 0.391
H -2.009 0.721 0.902
H -2.166 0.338 -0.819
H 2.908 0.881 0.085
H 1.223 1.359 -0.997
```

Calculated values
ΔE to the lowest compared entry with this formula, charge and spin	600.5	kJ/mol
total charge	0
orbital gap	9.071	eV

***

[6]
DFT (ωB97M-V/def2-TZVPD) results for one molecule with the formula C4H5NO.

Structure (XYZ):
```
11
C4H5NO ωB97M-V/def2-TZVPD
O -2.007 0.760 0.905
C -0.851 0.363 0.355
C -0.762 -0.539 -0.645
N 0.537 -1.000 -0.145
C 1.437 0.081 -0.398
C 0.533 0.172 0.811
H -2.434 0.006 0.430
H -1.057 -0.520 -1.685
H 1.223 0.715 -1.256
H 2.473 -0.172 -0.199
H 0.908 0.134 1.828
```

Calculated values
ΔE to the lowest compared entry with this formula, charge and spin	420.9	kJ/mol
total charge	0
orbital gap	9.206	eV

***

[7]
DFT (ωB97M-V/def2-TZVPD) results for one molecule with the formula C4H5NO.

Structure (XYZ):
```
11
C4H5NO ωB97M-V/def2-TZVPD
C 0.996 -0.085 2.431
C 0.237 -0.251 1.407
N -0.318 -0.486 0.338
C 0.004 0.452 -0.665
C -0.583 -0.026 -1.951
O 0.573 1.505 -0.470
H 0.511 -1.230 2.445
H 0.838 0.579 3.275
H -0.921 0.831 -2.505
H -1.423 -0.674 -1.728
H 0.086 -0.615 -2.577
```

Calculated values
ΔE to the lowest compared entry with this formula, charge and spin	312.4	kJ/mol
total charge	0
orbital gap	10.162	eV

***

[8]
DFT (ωB97M-V/def2-TZVPD) results for one molecule with the formula C4H5NO.

Structure (XYZ):
```
11
C4H5NO ωB97M-V/def2-TZVPD
N 2.618 0.793 0.370
C 1.606 0.248 0.511
C 0.316 -0.373 0.680
C -0.359 -1.031 -0.510
C -0.873 0.268 -0.026
O -0.625 1.284 -0.941
H 0.148 -0.788 1.674
H -0.901 -1.964 -0.340
H 0.114 -0.806 -1.462
H -1.809 0.343 0.525
H -0.235 2.041 -0.485
```

Calculated values
ΔE to the lowest compared entry with this formula, charge and spin	138.0	kJ/mol
total charge	0
orbital gap	11.340	eV

***

[9]
DFT (ωB97M-V/def2-TZVPD) results for one molecule with the formula C4H5NO.

Structure (XYZ):
```
11
C4H5NO ωB97M-V/def2-TZVPD
C -1.035 -0.639 0.485
C 0.210 0.249 0.387
C -0.041 1.516 -0.296
N -0.324 2.399 -0.990
C 1.285 -0.314 -0.541
O 1.067 -1.311 -1.209
H -1.785 -0.168 1.127
H -1.480 -0.818 -0.497
H -0.754 -1.605 0.914
H 0.638 0.448 1.374
H 2.220 0.241 -0.755
```

Calculated values
ΔE to the lowest compared entry with this formula, charge and spin	84.8	kJ/mol
total charge	0
orbital gap	11.122	eV

***

[10]
DFT (ωB97M-V/def2-TZVPD) results for one molecule with the formula C4H5NO.

Structure (XYZ):
```
11
C4H5NO ωB97M-V/def2-TZVPD
C -1.084 -0.062 -0.707
C -0.945 -0.285 0.751
N 0.085 -0.089 1.445
C 1.391 0.209 0.851
C 1.599 0.263 -0.439
O 2.044 0.166 -1.553
H -2.128 -0.083 -1.009
H -0.613 -0.991 -1.078
H -0.488 0.844 -1.014
H -1.911 -0.613 1.236
H 2.052 0.640 1.518
```

Calculated values
ΔE to the lowest compared entry with this formula, charge and spin	219.7	kJ/mol
total charge	0
orbital gap	9.402	eV

***

In order of appearance, strongest force on any atom = 0.0397 0.0200 0.0221 0.0073 0.0444 0.0389 0.0409 0.0204 0.0513 0.0996 Eh/bohr.